Computed, not measured: a molecular structure, C15H24NO10PPdSTe in a non-equilibrium geometry, with the ωB97M-V functional and the def2-TZVPD basis.

The geometry in XYZ format:
```
54
C15H24NO10PPdSTe the ωB97M-V functional and the def2-TZVPD basis
Pd 0.4494 0.2002 -0.5274
O 2.8626 -2.3365 -1.9312
C 1.8192 -2.0856 -1.3658
O 1.7462 -1.2552 -0.3496
C 0.5465 -2.8304 -1.7781
C -0.5543 -2.9743 -0.7107
C -1.5127 -4.0919 -1.1530
C -2.3283 -3.3785 -2.2608
C -1.6469 -2.0071 -2.2821
O -1.3620 -1.7993 -0.8976
C -0.2483 -2.1370 -2.9288
C 0.2841 -0.7903 -3.4064
O 0.3847 -0.5747 -4.5972
O 0.5683 0.1313 -2.5237
H 0.9011 -3.8062 -2.1072
H -0.2009 -3.0095 0.3159
H -2.1490 -4.4094 -0.3279
H -0.9740 -4.9651 -1.5194
H -3.3733 -3.2695 -1.9710
H -2.2931 -3.8837 -3.2250
H -2.2446 -1.1804 -2.6635
H -0.3064 -2.7722 -3.8091
C -4.1033 0.2472 3.8733
C -2.7002 -0.3019 3.8144
O -1.7733 0.7649 3.4637
P -1.0000 0.6892 2.0899
O -0.2784 -0.5557 1.7761
Te -2.7930 1.1297 0.4094
O -0.0871 1.9513 2.0516
C -0.4577 3.2973 2.4396
C 0.7509 4.1671 2.2099
H -4.7952 -0.5456 4.1581
H -4.4287 0.6407 2.9069
H -4.1757 1.0506 4.6052
H -2.6029 -1.1149 3.0923
H -2.3705 -0.6744 4.7820
H -0.7739 3.2777 3.4824
H -1.3075 3.6041 1.8237
H 1.5865 3.8291 2.8206
H 0.5157 5.1981 2.4762
H 1.0544 4.1276 1.1643
O 0.4559 3.0901 -1.5630
S -0.9322 2.7181 -1.6462
N -1.2922 1.3909 -0.9716
C 3.6002 1.0385 -1.8020
C 3.6036 1.4956 -0.3753
C 4.8962 2.0436 0.1727
O 2.6214 1.4148 0.3356
H 4.4276 1.4618 -2.3699
H 2.6466 1.2606 -2.2776
H 3.6999 -0.0531 -1.7922
H 5.7441 1.4499 -0.1701
H 4.8637 2.0778 1.2588
H 5.0365 3.0548 -0.2193
```

Values from the calculation:
F_max, hartree/bohr: 0.0286
Gap between HOMO and LUMO (spin up / spin down), eV: 6.38 / 6.38
DFT total energy, hartree: -2528.5871



Computed, not measured: a molecular structure, C38H20Br4MnN4O3S2 in a non-equilibrium geometry, with the ωB97M-V functional and the def2-TZVPD basis.

The geometry in XYZ format:
```
72
C38H20Br4MnN4O3S2 the ωB97M-V functional and the def2-TZVPD basis
Mn 0.2667 0.6567 0.2829
S -5.4931 -1.8260 3.4428
C -6.5403 -0.6101 4.0842
C -6.0477 0.6402 3.8707
C -4.8224 0.6438 3.1887
C -4.3582 -0.6138 2.8684
C -3.1723 -1.0186 2.1845
C -2.2475 -0.0839 1.6817
N -1.1439 -0.4175 1.0264
C -0.8576 -1.7314 0.8384
C -1.7370 -2.7618 1.3011
C -1.3936 -4.1086 1.0493
C -0.2422 -4.4343 0.3855
C 0.6500 -3.4390 -0.0740
C 1.8328 -3.7231 -0.7504
C 2.6704 -2.6748 -1.1661
C 2.2598 -1.3597 -0.8804
N 1.1262 -1.0642 -0.2657
C 0.3209 -2.0674 0.1609
C 3.8925 -2.9237 -1.8570
C 4.4522 -4.1325 -2.2205
C 5.6737 -4.0115 -2.8949
C 6.0653 -2.7181 -3.0604
S 4.9227 -1.6081 -2.3818
C -2.8951 -2.3791 1.9685
H -7.4471 -0.9093 4.5714
H -6.5542 1.5336 4.1944
H -4.2894 1.5432 2.9400
H -2.4338 0.9741 1.8119
H -2.0666 -4.8777 1.4029
H 0.0124 -5.4703 0.2083
H 2.0958 -4.7522 -0.9370
H 2.8889 -0.5301 -1.1777
H 3.9889 -5.0765 -1.9989
H 6.2461 -4.8542 -3.2467
H 6.9490 -2.3389 -3.5333
H -3.5789 -3.1350 2.3270
C 3.6190 3.0882 -0.6184
C 3.6206 3.0899 -2.0250
C 2.6415 2.3800 -2.6723
C 1.6704 1.6743 -1.9457
N 1.6805 1.6937 -0.5725
C 2.6364 2.3857 0.0443
C 0.6016 0.9021 -2.5117
C 0.3587 0.7710 -3.8895
C -0.7202 0.0377 -4.3337
C -1.5664 -0.5768 -3.4204
C -1.3202 -0.4600 -2.0556
C -0.2437 0.2635 -1.5789
H 4.3746 3.6215 -0.0645
H 4.3734 3.6345 -2.5796
H 2.6115 2.3539 -3.7500
H 2.6088 2.3558 1.1265
H 1.0107 1.2562 -4.6060
H -0.9067 -0.0558 -5.3974
H -2.4261 -1.1399 -3.7646
H -2.0004 -0.9516 -1.3721
Br -2.0061 6.4815 3.7331
C -1.7119 5.1172 2.4558
C -2.3806 5.1567 1.2434
Br -3.5695 6.5773 0.8663
C -2.1743 4.1508 0.2997
Br -3.0685 4.1923 -1.3770
C -1.3063 3.0963 0.5548
O -1.0620 2.1105 -0.2234
C -0.5815 3.0610 1.8137
O 0.2083 2.0826 1.9390
C -0.8216 4.0849 2.7373
Br 0.1083 4.0343 4.3926
O 2.9475 -0.6033 3.6293
C 2.2385 -0.2638 2.7407
N 1.5626 0.0574 1.8366
```

Values from the calculation:
F_max, hartree/bohr: 0.0716
Relative energy (zero: lowest compared OMol25 entry of this formula, charge and spin), kJ/mol: 250.3
Gap between HOMO and LUMO (spin up / spin down), eV: 3.99 / 5.22
Multiplicity: 6
Net charge: -2
DFT total energy, hartree: -14148.3523